Formula: C2H5N2P
Source: the Open Molecules 2025 dataset
Level of theory: ωB97M-V with the def2-TZVPD basis set

Geometry as XYZ:
```
10
Properties=species:S:1:pos:R:3
C 1.896 -0.141 0.387
C -0.094 0.600 -0.545
N 2.837 0.178 -0.286
N -1.062 0.208 0.112
P -2.890 0.238 -0.035
H 1.547 -0.816 1.203
H 0.179 1.314 -1.281
H 3.837 -0.096 0.040
H -3.269 -0.893 -0.697
H -2.982 -0.590 1.101
```

Values from the calculation:
- Net charge: 0
- ΔE to the lowest compared entry with this formula, charge and spin: 4.466 eV
- Strongest force on any atom: 5.578 eV/Å
- Frontier orbital gap: 7.788 eV
- Total energy: -14418.7206 eV

Formula: C2H5N2Si
Source: the Open Molecules 2025 dataset
Level of theory: ωB97M-V with the def2-TZVPD basis set

Geometry as XYZ:
```
10
Properties=species:S:1:pos:R:3
C -0.494 -0.435 -1.317
C -0.643 -0.733 0.885
N -1.114 -0.986 -0.338
N 0.380 0.094 1.086
Si 0.787 1.038 -0.521
H -0.823 -0.801 -2.279
H -1.154 -1.212 1.705
H 0.740 0.081 2.111
H 1.992 0.588 -1.124
H 0.328 2.365 -0.210
```

Values from the calculation:
- Net charge: +1
- ΔE to the lowest compared entry with this formula, charge and spin: 0.700 eV
- Strongest force on any atom: 3.783 eV/Å
- Frontier orbital gap: 8.811 eV
- Total energy: -13004.2060 eV

Formula: C2H5N2Si
Source: the Open Molecules 2025 dataset
Level of theory: ωB97M-V with the def2-TZVPD basis set

Geometry as XYZ:
```
10
Properties=species:S:1:pos:R:3
C 0.659 0.399 1.171
C -0.939 0.888 -0.576
N -0.323 1.112 0.659
N -1.589 -0.123 -0.942
Si 1.395 -1.151 0.365
H 0.828 0.858 2.158
H -1.070 1.927 -1.086
H -1.972 -0.165 -1.969
H 1.960 -2.184 1.271
H 1.050 -1.562 -1.051
```

Values from the calculation:
- Net charge: +1
- ΔE to the lowest compared entry with this formula, charge and spin: 3.463 eV
- Strongest force on any atom: 3.285 eV/Å
- Frontier orbital gap (spin up / spin down): 6.957 / 6.956 eV
- Total energy: -13001.4426 eV

Formula: C2H5N3
Source: the Open Molecules 2025 dataset
Level of theory: ωB97M-V with the def2-TZVPD basis set

Geometry as XYZ:
```
10
Properties=species:S:1:pos:R:3
C 1.874 -0.607 -0.126
C -0.943 -0.332 0.262
H 1.460 -1.731 -0.344
H 2.924 -0.325 0.216
H -0.302 1.832 0.196
H -0.305 -1.033 0.678
H -2.663 0.590 -0.372
N 1.314 0.518 0.006
N -0.054 0.753 -0.048
N -2.218 -0.371 -0.128
```

Values from the calculation:
- Net charge: 0
- ΔE to the lowest compared entry with this formula, charge and spin: 3.121 eV
- Strongest force on any atom: 6.636 eV/Å
- Frontier orbital gap: 9.766 eV
- Total energy: -6621.8165 eV

Formula: C2H5N3O
Source: the Open Molecules 2025 dataset
Level of theory: ωB97M-V with the def2-TZVPD basis set

Geometry as XYZ:
```
11
Properties=species:S:1:pos:R:3
C -0.722 -0.075 -0.278
C 0.884 -0.246 -0.192
H -2.305 -1.299 0.400
H -0.989 -2.059 0.391
H -0.616 1.794 -0.771
H 2.624 0.728 0.034
H 0.948 1.577 0.968
N -1.342 -1.116 0.314
N -1.331 1.129 -0.617
N 1.393 0.884 0.370
O 1.456 -1.315 -0.620
```

Values from the calculation:
- Net charge: 0
- ΔE to the lowest compared entry with this formula, charge and spin: 2.763 eV
- Strongest force on any atom: 7.427 eV/Å
- Frontier orbital gap: 9.847 eV
- Total energy: -8670.8795 eV

Formula: C2H5N3O
Source: the Open Molecules 2025 dataset
Level of theory: ωB97M-V with the def2-TZVPD basis set

Geometry as XYZ:
```
11
Properties=species:S:1:pos:R:3
C 1.898 0.387 -0.022
C -0.168 -0.724 -0.489
N 2.808 0.517 0.668
N -1.556 0.933 0.539
N 0.919 0.085 -0.925
O -0.002 -1.491 0.638
H -0.993 -1.088 -1.102
H -2.271 1.576 -0.007
H -2.192 0.391 1.236
H 0.617 0.874 -1.484
H 0.941 -1.460 0.948
```

Values from the calculation:
- Net charge: 0
- ΔE to the lowest compared entry with this formula, charge and spin: 5.116 eV
- Strongest force on any atom: 3.274 eV/Å
- Frontier orbital gap (spin up / spin down): 8.979 / 7.415 eV
- Total energy: -8668.5263 eV

Formula: C2H5N3O
Source: the Open Molecules 2025 dataset
Level of theory: ωB97M-V with the def2-TZVPD basis set

Geometry as XYZ:
```
11
Properties=species:S:1:pos:R:3
C -1.144 -0.640 -0.070
C 0.480 1.148 -0.097
N -0.459 -1.659 0.056
N -0.708 0.636 -0.423
N 1.536 0.356 0.167
O 1.601 -0.823 -0.182
H -2.244 -0.678 0.110
H 0.586 2.230 0.028
H -0.535 -2.624 0.381
H -1.444 1.302 -0.698
H 2.331 0.753 0.727
```

Values from the calculation:
- Net charge: +2
- ΔE to the lowest compared entry with this formula, charge and spin: 1.968 eV
- Strongest force on any atom: 1.907 eV/Å
- Frontier orbital gap (spin up / spin down): 7.837 / 8.962 eV
- Total energy: -8647.9043 eV

Formula: C2H5N3O2
Source: the Open Molecules 2025 dataset
Level of theory: ωB97M-V with the def2-TZVPD basis set

Geometry as XYZ:
```
12
Properties=species:S:1:pos:R:3
C -1.112 0.271 0.012
C 0.707 -0.810 -0.356
H -1.384 2.865 0.612
H 0.253 2.907 1.123
H -2.148 0.600 -0.300
H 1.116 0.108 -0.461
H 1.518 -3.748 -0.550
N -0.439 2.531 0.266
N -0.178 1.123 0.323
N 1.476 -1.770 -0.564
O -0.708 -0.923 -0.055
O 0.901 -3.153 -0.049
```

Values from the calculation:
- Net charge: 0
- ΔE to the lowest compared entry with this formula, charge and spin: 7.052 eV
- Strongest force on any atom: 7.099 eV/Å
- Frontier orbital gap: 9.934 eV
- Total energy: -10714.7579 eV

Formula: C2H5N3O2
Source: the Open Molecules 2025 dataset
Level of theory: ωB97M-V with the def2-TZVPD basis set

Geometry as XYZ:
```
12
Properties=species:S:1:pos:R:3
C 1.305 -1.166 -0.193
C 1.908 0.018 -0.192
N -1.423 0.507 -0.819
N -1.038 0.985 1.340
N -1.366 1.372 0.172
O 0.075 -1.647 0.314
O 2.572 0.958 -0.382
H 1.719 -1.797 -1.002
H -1.680 0.739 -1.737
H -1.035 -0.431 -0.630
H 0.014 -1.362 1.268
H -1.050 1.826 1.860
```

Values from the calculation:
- Net charge: 0
- ΔE to the lowest compared entry with this formula, charge and spin: 5.177 eV
- Strongest force on any atom: 3.434 eV/Å
- Frontier orbital gap: 9.075 eV
- Total energy: -10716.6337 eV

Formula: C2H5N3O2S
Source: the Open Molecules 2025 dataset
Level of theory: ωB97M-V with the def2-TZVPD basis set

Geometry as XYZ:
```
13
Properties=species:S:1:pos:R:3
C -0.042 -0.555 -1.221
C 0.954 0.234 0.943
H -1.162 -0.782 -2.840
H -2.034 -0.131 -1.626
H -1.626 -0.277 1.647
H 2.274 -0.589 -0.488
H 2.825 -0.309 1.179
N -1.241 -0.802 -1.728
N -0.110 0.248 -0.100
N 2.167 -0.080 0.405
O 1.003 -0.974 -1.757
O 0.734 0.487 2.123
S -1.585 0.772 0.677
```

Values from the calculation:
- Net charge: 0
- ΔE to the lowest compared entry with this formula, charge and spin: 0.051 eV
- Strongest force on any atom: 6.784 eV/Å
- Frontier orbital gap: 10.051 eV
- Total energy: -21555.8627 eV

Formula: C2H5N3O2S
Source: the Open Molecules 2025 dataset
Level of theory: ωB97M-V with the def2-TZVPD basis set

Geometry as XYZ:
```
13
Properties=species:S:1:pos:R:3
C 0.562 1.041 -0.009
C -1.919 0.837 -0.290
H 0.956 -1.818 -0.750
H 1.890 -1.662 1.032
H 2.526 0.641 -0.100
H -1.555 -1.315 0.297
H -1.796 1.923 -0.264
N 1.846 -1.212 -0.167
N 1.605 0.237 -0.159
N -0.697 0.276 -0.058
O 0.505 2.257 0.219
O -0.602 -1.138 0.249
S -3.322 -0.066 0.000
```

Values from the calculation:
- Net charge: 0
- ΔE to the lowest compared entry with this formula, charge and spin: 4.929 eV
- Strongest force on any atom: 5.222 eV/Å
- Frontier orbital gap: 9.111 eV
- Total energy: -21550.9845 eV

Formula: C2H5N3O3
Source: the Open Molecules 2025 dataset
Level of theory: ωB97M-V with the def2-TZVPD basis set

Geometry as XYZ:
```
13
Properties=species:S:1:pos:R:3
C -1.707 0.898 0.321
C 0.714 -1.332 -0.683
N -0.832 0.198 -0.474
N -0.334 -0.886 0.042
N 2.065 0.608 -0.128
O -0.648 -1.275 1.184
O 1.287 1.469 0.053
O 3.238 0.373 -0.136
H -2.076 1.813 -0.052
H -1.044 1.080 1.248
H -2.737 0.359 0.528
H 0.821 -1.243 -1.751
H 1.253 -2.062 -0.153
```

Values from the calculation:
- Net charge: 0
- ΔE to the lowest compared entry with this formula, charge and spin: 8.304 eV
- Strongest force on any atom: 3.871 eV/Å
- Frontier orbital gap (spin up / spin down): 8.431 / 8.208 eV
- Total energy: -12759.2969 eV

Formula: C2H5N3O3
Source: the Open Molecules 2025 dataset
Level of theory: ωB97M-V with the def2-TZVPD basis set

Geometry as XYZ:
```
13
Properties=species:S:1:pos:R:3
C 0.072 -0.339 0.039
C -2.171 -0.564 -0.116
H 1.178 1.827 0.828
H -0.806 1.411 -0.415
H 1.287 -1.874 1.082
H 2.287 0.546 -0.582
H -2.888 -1.517 0.016
N 0.003 1.023 -0.041
N 1.220 -0.846 0.604
N -0.918 -1.045 -0.299
O 1.319 1.654 -0.027
O 2.388 -0.858 -0.380
O -2.531 0.593 0.118
```

Values from the calculation:
- Net charge: 0
- ΔE to the lowest compared entry with this formula, charge and spin: 6.962 eV
- Strongest force on any atom: 6.141 eV/Å
- Frontier orbital gap: 9.244 eV
- Total energy: -12760.6390 eV

Formula: C2H5N3OS
Source: the Open Molecules 2025 dataset
Level of theory: ωB97M-V with the def2-TZVPD basis set

Geometry as XYZ:
```
12
Properties=species:S:1:pos:R:3
C 0.053 0.802 0.294
C 0.059 -0.505 -0.357
H -2.324 0.028 -0.137
H -2.980 1.548 0.580
H 0.983 1.329 0.516
H 1.218 -1.958 -1.117
H 3.070 -0.942 0.874
N -2.227 0.919 0.418
N -1.042 1.447 0.616
N 1.289 -1.086 -0.626
O -0.947 -1.122 -0.677
S 2.848 -0.460 -0.384
```

Values from the calculation:
- Net charge: 0
- ΔE to the lowest compared entry with this formula, charge and spin: 1.973 eV
- Strongest force on any atom: 1.620 eV/Å
- Frontier orbital gap: 9.645 eV
- Total energy: -19506.9769 eV

Formula: C2H5N3OS
Source: the Open Molecules 2025 dataset
Level of theory: ωB97M-V with the def2-TZVPD basis set

Geometry as XYZ:
```
12
Properties=species:S:1:pos:R:3
C -0.888 0.706 0.084
C 2.617 0.322 0.048
H -3.144 -0.346 0.972
H -2.573 -1.910 -0.243
H -1.712 1.524 0.551
H 1.050 -0.943 -0.812
H 2.657 1.374 0.263
N -2.653 -0.763 0.114
N -1.216 -0.474 -0.324
N 1.326 -0.075 -0.368
O 0.398 1.043 -0.326
S 4.139 -0.458 0.043
```

Values from the calculation:
- Net charge: 0
- ΔE to the lowest compared entry with this formula, charge and spin: 6.809 eV
- Strongest force on any atom: 5.508 eV/Å
- Frontier orbital gap: 8.896 eV
- Total energy: -19502.1415 eV

Formula: C2H5N3OS
Source: the Open Molecules 2025 dataset
Level of theory: ωB97M-V with the def2-TZVPD basis set

Geometry as XYZ:
```
12
Properties=species:S:1:pos:R:3
C 0.486 0.908 -0.023
C -2.370 -1.193 -0.116
H 2.276 -1.456 1.034
H 2.440 1.216 0.126
H 0.625 2.774 -0.244
H -3.421 -1.119 -0.602
H -2.124 -2.311 0.275
N 1.775 0.550 -0.127
N -0.105 2.032 -0.114
N -1.644 -0.147 -0.289
O -0.249 -0.208 0.316
S 2.311 -1.047 -0.236
```

Values from the calculation:
- Net charge: 0
- ΔE to the lowest compared entry with this formula, charge and spin: 4.396 eV
- Strongest force on any atom: 3.511 eV/Å
- Frontier orbital gap: 9.975 eV
- Total energy: -19504.5542 eV

Formula: C2H5N3OS
Source: the Open Molecules 2025 dataset
Level of theory: ωB97M-V with the def2-TZVPD basis set

Geometry as XYZ:
```
12
Properties=species:S:1:pos:R:3
C 0.285 -0.687 0.007
C -2.378 0.241 -0.029
H 2.183 0.847 0.810
H 2.432 0.395 -0.686
H -0.202 1.308 -0.308
H 0.851 -2.397 0.503
H -3.463 0.011 -0.164
N 1.851 1.038 -0.139
N 0.563 0.619 -0.319
N 1.248 -1.485 0.263
O -2.018 1.345 0.263
S -1.353 -1.236 -0.201
```

Values from the calculation:
- Net charge: 0
- ΔE to the lowest compared entry with this formula, charge and spin: 2.167 eV
- Strongest force on any atom: 1.938 eV/Å
- Frontier orbital gap: 9.704 eV
- Total energy: -19506.7837 eV

Formula: C2H5N3OS
Source: the Open Molecules 2025 dataset
Level of theory: ωB97M-V with the def2-TZVPD basis set

Geometry as XYZ:
```
12
Properties=species:S:1:pos:R:3
C 0.417 -0.493 0.438
C -0.578 1.542 -0.920
H -0.361 -3.120 0.107
H 1.521 -3.384 0.526
H -0.648 -0.782 0.657
H -0.725 0.713 -1.772
H -0.395 2.541 0.802
N 0.868 -2.732 0.123
N 1.308 -1.380 0.335
N -1.126 2.670 -0.812
O -1.041 3.273 0.311
S 0.759 1.155 0.204
```

Values from the calculation:
- Net charge: 0
- ΔE to the lowest compared entry with this formula, charge and spin: 6.547 eV
- Strongest force on any atom: 5.394 eV/Å
- Frontier orbital gap: 9.189 eV
- Total energy: -19502.4038 eV

Formula: C2H5N3OS
Source: the Open Molecules 2025 dataset
Level of theory: ωB97M-V with the def2-TZVPD basis set

Geometry as XYZ:
```
12
Properties=species:S:1:pos:R:3
C 2.316 1.329 0.055
C -1.405 -0.404 0.138
N 1.625 0.467 -0.658
N -0.414 -1.211 -0.018
N 3.027 1.917 0.756
O -1.339 0.890 -0.425
S -2.943 -0.608 0.923
H 0.879 -0.071 -0.274
H 1.972 0.287 -1.669
H -0.588 -2.201 0.238
H -2.628 -1.482 1.966
H -0.501 1.087 -1.032
```

Values from the calculation:
- Net charge: 0
- ΔE to the lowest compared entry with this formula, charge and spin: 2.249 eV
- Strongest force on any atom: 4.230 eV/Å
- Frontier orbital gap: 9.870 eV
- Total energy: -19506.7011 eV

Formula: C2H5N3OS2
Source: the Open Molecules 2025 dataset
Level of theory: ωB97M-V with the def2-TZVPD basis set

Geometry as XYZ:
```
13
Properties=species:S:1:pos:R:3
C -0.678 0.754 -0.109
C 1.511 -0.682 -0.240
H -3.272 0.451 0.496
H -0.783 -1.413 0.186
H 1.081 2.342 0.319
H 2.636 -0.301 -0.672
H 1.656 -2.432 -0.425
N -1.233 -0.421 0.158
N 0.708 0.400 0.137
N 0.970 -1.769 -0.193
O 1.611 1.551 0.508
S -2.846 -0.759 0.104
S -1.361 2.281 -0.268
```

Values from the calculation:
- Net charge: 0
- ΔE to the lowest compared entry with this formula, charge and spin: 3.905 eV
- Strongest force on any atom: 6.215 eV/Å
- Frontier orbital gap: 9.145 eV
- Total energy: -30339.3633 eV